Below is 14 unconnected molecules or ions with the total composition C84H210N14O28 in a non-equilibrium geometry, with properties calculated with wB97M-V/def2-TZVPD.

Summary:
Frontier orbital gap, eV: 8.47
ΔE to the lowest compared entry with this formula, charge and spin, eV: 5.290

Geometry as ORCA input:
```
! RIJCOSX wB97M-V def2-TZVPD def2/J DEFGRID3
* xyz 0 1
C -6.53647 -9.30528 -2.62970
O -5.36741 -8.65244 -2.05049
C -4.60445 -9.58175 -1.26464
C -3.51224 -8.82066 -0.47981
N -2.30558 -8.49995 -1.31071
C -1.24661 -7.80416 -0.60636
C -1.61153 -6.44232 0.03094
O -2.23176 -5.63254 -0.94280
C -3.03025 -4.54585 -0.35739
H -6.26168 -10.06444 -3.36201
H -7.04229 -8.55892 -3.24224
H -7.27642 -9.65027 -1.90751
H -4.08241 -10.35523 -1.82793
H -5.32896 -10.07525 -0.61684
H -3.24075 -9.37402 0.41918
H -3.91607 -7.90234 -0.05353
H -2.56854 -7.77191 -1.95948
H -0.38639 -7.68144 -1.26443
H -0.90276 -8.50238 0.15676
H -0.68746 -5.94934 0.33289
H -2.31889 -6.60529 0.84407
H -3.95859 -4.98976 0.00207
H -3.31615 -3.73798 -1.03097
H -2.45900 -4.01297 0.40275
C 1.59334 -3.02579 6.79630
O 1.90120 -1.65888 6.51465
C 0.77293 -0.82106 6.43627
C 1.12312 0.57578 5.91159
N 2.01260 1.29516 6.80438
C 2.43887 2.55906 6.17891
C 1.37890 3.72983 6.28917
O 1.75672 4.99774 5.85758
C 2.73213 5.67034 6.61809
H 0.89344 -3.12177 7.62637
H 2.49471 -3.56230 7.09255
H 1.22863 -3.48016 5.87508
H 0.13130 -0.77832 7.31638
H 0.08748 -1.21045 5.68353
H 0.29097 1.23300 5.65923
H 1.53527 0.37882 4.92192
H 2.82562 0.73410 7.01491
H 2.87859 2.45447 5.18704
H 3.24183 2.93929 6.81040
H 1.02255 3.87162 7.30948
H 0.52516 3.41625 5.68843
H 2.98134 6.59788 6.10266
H 3.68963 5.17626 6.78291
H 2.28847 5.96478 7.56918
C -6.91359 1.15870 2.82564
O -5.66778 1.71169 2.84054
C -5.17589 2.18892 1.61632
C -3.70064 2.61888 1.80567
N -3.64242 3.99022 2.25886
C -2.26683 4.00565 2.80493
C -1.93638 5.43303 3.20624
O -0.59630 5.35287 3.67287
C 0.09545 6.56531 3.53815
H -7.11992 0.54682 1.94750
H -7.71877 1.88755 2.91824
H -6.98949 0.44538 3.64632
H -5.78129 2.99630 1.20435
H -5.26091 1.38718 0.88277
H -3.12313 2.45808 0.89533
H -3.30312 1.92740 2.54859
H -4.22974 4.12311 3.06973
H -1.58897 3.77542 1.98298
H -2.10502 3.41475 3.70646
H -2.66012 5.81349 3.92704
H -1.84210 6.17171 2.41026
H -0.18025 7.31302 4.28180
H -0.01267 7.01944 2.55317
H 1.17795 6.44581 3.58297
C -5.66604 -2.32905 0.98186
O -5.43140 -2.04881 2.33402
C -4.05675 -2.04424 2.75433
C -4.14800 -2.40636 4.24405
N -4.86091 -1.35175 4.94107
C -4.11080 -0.07648 5.11451
C -3.05502 -0.08196 6.17373
O -2.06612 0.94928 5.88728
C -2.62781 2.25179 6.09726
H -4.90492 -1.75011 0.45878
H -6.67516 -1.98723 0.75180
H -5.54407 -3.36246 0.65737
H -3.68173 -1.04010 2.55647
H -3.43203 -2.77508 2.24081
H -3.12462 -2.53568 4.59628
H -4.77038 -3.28999 4.38528
H -5.53725 -1.14565 4.21983
H -4.82741 0.69223 5.40373
H -3.66907 0.29656 4.19049
H -2.55690 -1.05102 6.14364
H -3.60877 -0.07200 7.11254
H -1.81758 2.97990 6.05880
H -2.93771 2.29646 7.14132
H -3.46407 2.51783 5.45074
C 2.27421 2.50509 -3.20896
O 3.14574 1.67669 -4.01215
C 4.48126 2.07047 -3.83015
C 5.24419 1.05930 -4.59317
N 5.23688 -0.18345 -3.74746
C 5.85081 -1.31280 -4.54754
C 5.63494 -2.63523 -3.80100
O 4.35012 -3.10097 -3.98787
C 3.79357 -4.18661 -3.15510
H 2.21415 3.50743 -3.63300
H 2.51353 2.46585 -2.14628
H 1.28344 2.05077 -3.20033
H 4.82003 2.13221 -2.79597
H 4.72686 3.04291 -4.25692
H 6.28535 1.32400 -4.77766
H 4.89815 0.86650 -5.60864
H 4.25583 -0.28261 -3.52878
H 6.90442 -1.09741 -4.72533
H 5.34695 -1.21011 -5.50863
H 5.86086 -2.51759 -2.74118
H 6.29026 -3.36610 -4.27479
H 3.56203 -3.86494 -2.13970
H 4.49640 -5.01969 -3.14504
H 2.81844 -4.50535 -3.52337
C 2.53499 -8.89285 -0.71984
O 2.13063 -7.51193 -0.54492
C 3.26611 -6.66865 -0.17057
C 2.74810 -5.20585 -0.12387
N 1.98564 -4.94790 1.09435
C 1.70742 -3.49728 1.13751
C 0.70763 -3.20639 2.28703
O -0.58928 -3.87570 2.21668
C -0.86488 -4.70996 3.34793
H 3.45051 -8.98786 -1.30370
H 1.70907 -9.44743 -1.16527
H 2.77806 -9.36410 0.23250
H 4.00837 -6.73831 -0.96574
H 3.71474 -7.02603 0.75632
H 2.03357 -5.08293 -0.93777
H 3.52736 -4.44611 -0.18439
H 1.14827 -5.51253 1.08413
H 1.27425 -3.25850 0.16620
H 2.57732 -2.84091 1.16124
H 0.46015 -2.14872 2.19656
H 1.14987 -3.13848 3.28096
H -0.75282 -4.13918 4.26975
H -0.14502 -5.52843 3.34853
H -1.90046 -5.04953 3.32832
C -3.43661 5.15469 -6.13771
O -3.14735 4.75957 -4.77911
C -2.17940 3.71048 -4.61612
C -1.80531 3.42221 -3.17373
N -1.09656 4.54272 -2.59375
C -0.81334 4.41179 -1.18183
C -0.24436 5.69320 -0.62739
O -1.12964 6.76516 -0.85791
C -0.56623 7.99877 -0.39128
H -2.56908 5.53686 -6.67572
H -4.12455 6.00001 -6.15423
H -3.85747 4.31379 -6.68894
H -1.27541 3.84112 -5.21096
H -2.51606 2.76669 -5.04511
H -1.17389 2.53407 -3.19839
H -2.64809 3.12910 -2.54770
H -1.58828 5.41598 -2.71914
H -0.14775 3.55975 -1.04358
H -1.68684 4.08778 -0.61603
H 0.70121 5.92478 -1.11768
H -0.03530 5.53766 0.43100
H -1.37744 8.70195 -0.20265
H 0.07844 8.32223 -1.20851
H -0.00255 7.99015 0.54161
C -4.14429 5.95541 -0.84117
O -5.43916 6.26845 -1.38430
C -6.09188 7.42051 -0.84558
C -7.08454 7.96817 -1.78651
N -8.21486 7.08384 -1.98137
C -9.19028 7.53788 -3.00354
C -10.40406 6.67095 -2.94226
O -11.38914 7.20127 -3.75616
C -12.33597 6.26363 -4.14458
H -4.14822 5.53820 0.16582
H -3.60318 6.90029 -0.89123
H -3.61875 5.22367 -1.45474
H -5.33804 8.07851 -0.41331
H -6.70100 7.13499 0.01206
H -6.55832 8.17233 -2.71899
H -7.46840 8.90921 -1.39258
H -7.92152 6.18094 -2.32607
H -8.75522 7.53690 -4.00295
H -9.47181 8.57297 -2.81010
H -10.80178 6.70423 -1.92795
H -10.22575 5.61026 -3.11900
H -12.79959 5.71073 -3.32760
H -11.85744 5.54371 -4.80852
H -13.14550 6.76545 -4.67462
C -0.92036 0.24428 2.66547
O -1.04656 0.66506 1.33668
C -0.87370 -0.28772 0.31754
C -0.74361 0.55619 -0.95630
N -1.03418 -0.29157 -2.13142
C -0.14717 -1.50340 -2.32230
C 1.38740 -1.10017 -2.37383
O 1.88871 -0.89412 -1.03439
C 3.29502 -0.69950 -1.01809
H -1.72621 -0.38294 3.04665
H -1.07453 1.15103 3.25038
H 0.09741 -0.08467 2.87531
H -1.71905 -0.97048 0.23205
H -0.01465 -0.93653 0.48841
H 0.28504 0.90478 -1.04830
H -1.39204 1.43124 -1.00022
H -2.01490 -0.52949 -2.17262
H -0.42784 -2.05489 -3.21962
H -0.33778 -2.09186 -1.42481
H 1.50638 -0.18578 -2.95506
H 1.92223 -1.94904 -2.79983
H 3.54306 -0.53459 0.03042
H 3.57920 0.24857 -1.47471
H 3.90892 -1.47730 -1.47223
C 7.22373 -5.13560 0.90685
O 6.27151 -4.26215 0.39393
C 6.19622 -2.93446 1.03844
C 7.42322 -2.10110 0.65198
N 7.42088 -0.79921 1.39916
C 6.30607 0.15266 1.15781
C 6.30942 0.73051 -0.29100
O 7.49876 1.51157 -0.52829
C 7.82555 1.63672 -1.90522
H 6.92286 -6.08275 0.45909
H 7.11661 -5.24490 1.98605
H 8.24504 -4.95080 0.57387
H 6.07339 -3.11399 2.10651
H 5.31052 -2.45141 0.62576
H 7.44486 -1.99386 -0.43252
H 8.35465 -2.60799 0.90416
H 8.31363 -0.46520 1.73313
H 6.11387 0.83830 1.98307
H 5.40262 -0.45690 1.17556
H 5.51212 1.47062 -0.35914
H 6.17910 -0.04559 -1.04518
H 7.06275 2.02658 -2.57920
H 8.12123 0.64770 -2.25523
H 8.73722 2.21594 -2.05176
C 3.59277 -0.42025 11.86159
O 4.48217 -0.76547 10.84416
C 3.90369 -0.83163 9.57815
C 4.99910 -1.10672 8.56443
N 4.57492 -0.58560 7.29217
C 5.55741 -0.81257 6.15679
C 5.20209 0.11879 5.02241
O 3.91356 -0.22784 4.53162
C 3.72674 -1.58327 4.03170
H 2.73711 -1.07698 12.01857
H 3.17339 0.52543 11.51822
H 4.14262 -0.22315 12.78188
H 3.36327 0.08841 9.35547
H 3.17568 -1.64181 9.53672
H 5.17551 -2.16539 8.37420
H 5.89540 -0.61703 8.94513
H 3.71645 -0.89531 6.85949
H 5.63636 -1.82756 5.76737
H 6.56281 -0.46908 6.40026
H 5.94800 0.12114 4.22761
H 5.23821 1.15239 5.36661
H 4.28012 -1.75662 3.10876
H 2.66465 -1.74465 3.84725
H 3.95049 -2.36731 4.75511
C -0.38347 -4.10544 -9.59433
O -0.16078 -3.18014 -8.53897
C 0.84003 -3.69508 -7.62755
C 1.09816 -2.67689 -6.45125
N 1.39155 -1.35036 -6.99166
C 1.35591 -0.30179 -5.92054
C -0.06594 0.10018 -5.48580
O -0.68383 0.83995 -6.53942
C -1.67164 0.17637 -7.33311
H -1.12627 -3.62825 -10.23358
H -0.73043 -5.05067 -9.17688
H 0.55473 -4.20557 -10.14008
H 1.79007 -3.88046 -8.12872
H 0.49972 -4.66030 -7.25252
H 1.92662 -3.11046 -5.89111
H 0.22162 -2.68869 -5.80346
H 0.69594 -1.05167 -7.66024
H 1.86922 0.55740 -6.35229
H 1.95367 -0.61658 -5.06516
H 0.02704 0.76455 -4.62669
H -0.61876 -0.77702 -5.14962
H -1.34996 -0.83360 -7.58720
H -1.91121 0.77434 -8.21240
H -2.61533 0.16897 -6.78768
C 2.17810 1.61740 1.80155
O 3.42921 2.18149 1.39535
C 3.68363 3.51325 1.75392
C 2.77502 4.57730 1.04206
N 3.13324 4.64023 -0.41368
C 4.23112 5.58009 -0.74036
C 4.69750 5.40360 -2.18375
O 5.82097 6.30455 -2.39099
C 6.44049 6.12342 -3.65056
H 1.32910 2.17045 1.39975
H 2.05479 1.80084 2.86891
H 2.11327 0.55365 1.57280
H 4.74149 3.61939 1.51356
H 3.53025 3.66219 2.82275
H 2.86945 5.49672 1.61985
H 1.76132 4.25726 1.28310
H 3.31059 3.67455 -0.65053
H 5.09924 5.30098 -0.14323
H 4.04544 6.61118 -0.43959
H 3.84866 5.57413 -2.84594
H 4.96941 4.35511 -2.30554
H 7.19202 6.90034 -3.79086
H 5.68648 6.34016 -4.40726
H 6.90498 5.13882 -3.70468
C -0.34960 -5.17957 -4.00917
O -1.13315 -4.25297 -4.75749
C -2.20149 -4.80570 -5.54388
C -3.00267 -3.68690 -6.21502
N -4.03039 -3.11052 -5.38344
C -3.38946 -2.37171 -4.29320
C -4.40703 -1.59838 -3.49702
O -3.74262 -0.81414 -2.55432
C -4.49516 0.21326 -1.89366
H 0.18813 -4.51947 -3.32856
H 0.42154 -5.63838 -4.62798
H -0.81805 -5.99417 -3.45683
H -2.79248 -5.51079 -4.95935
H -1.80590 -5.35443 -6.39857
H -3.49532 -4.19350 -7.04494
H -2.43203 -2.80496 -6.50596
H -4.65701 -3.84216 -5.07986
H -2.78249 -1.58448 -4.74038
H -2.76294 -2.91820 -3.58828
H -5.02168 -2.25349 -2.87966
H -4.93988 -1.00393 -4.23918
H -5.00500 0.83478 -2.62978
H -3.89757 0.88427 -1.27662
H -5.25381 -0.23108 -1.24937
*
```